# C34H85HgO31S8V

A molecular structure, C34H85HgO31S8V in a non-equilibrium geometry (ωB97M-V/def2-TZVPD, OMol25).

Structure (XYZ):
```
160
Properties=species:S:1:pos:R:3:lowdin_spin:R:1
Hg -3.465 2.309 0.750 0.000
O -0.438 2.284 -3.086 -0.140
V -1.902 2.080 -2.540 1.110
C -0.785 0.263 1.382 -0.001
C -0.451 0.786 0.022 0.001
C 0.526 -0.067 -0.773 0.001
O -1.708 1.132 -0.482 0.005
H -1.081 1.051 2.075 0.000
H 0.123 -0.155 1.826 0.000
H -1.418 -0.623 1.431 0.000
H 0.175 1.645 0.280 0.000
H 0.483 -1.156 -0.708 0.000
H 1.533 0.253 -0.503 0.000
H 0.421 0.001 -1.857 0.000
C -5.764 0.675 3.276 0.000
C -4.896 1.859 3.732 0.000
C -4.638 1.796 5.213 0.000
O -3.685 1.945 3.020 0.000
H -6.724 0.622 3.792 0.000
H -5.257 -0.268 3.490 0.000
H -6.008 0.592 2.218 0.000
H -5.399 2.781 3.430 0.000
H -4.281 0.809 5.509 0.000
H -5.550 1.901 5.802 0.000
H -3.957 2.579 5.548 0.000
C -0.817 -1.489 -3.753 0.001
C -2.237 -0.881 -4.128 0.001
C -3.179 -2.013 -4.340 -0.001
O -2.723 0.279 -3.512 0.022
H -0.916 -1.852 -2.728 0.000
H -0.062 -0.717 -3.900 0.000
H -0.530 -2.392 -4.291 0.000
H -2.070 -0.538 -5.153 0.001
H -2.796 -2.760 -5.036 0.000
H -4.170 -1.773 -4.727 0.000
H -3.476 -2.493 -3.405 0.000
C -3.941 3.494 -1.930 0.000
O -2.888 3.673 -1.272 -0.005
O -3.718 3.148 -3.094 0.004
O -4.406 2.427 -1.455 -0.002
O 3.961 -4.182 2.610 0.000
S 3.967 -2.983 1.823 0.000
O 5.216 -2.136 1.593 0.000
O 3.357 -3.343 0.298 0.000
C 3.890 -2.723 -0.821 0.000
C 4.993 -3.507 -1.467 0.000
C 2.433 -2.031 2.194 0.000
H 4.337 -1.734 -0.715 0.000
H 3.074 -2.625 -1.537 0.000
H 5.808 -3.678 -0.763 0.000
H 5.425 -2.768 -2.143 0.000
H 4.697 -4.499 -1.805 0.000
H 2.446 -1.185 1.509 0.000
H 2.442 -1.617 3.203 0.000
H 1.561 -2.684 2.183 0.000
O 3.097 -0.888 -6.364 0.000
S 3.821 -0.965 -5.080 0.000
O 3.792 -2.085 -4.160 0.000
O 5.436 -0.621 -5.395 0.000
C 6.341 -0.768 -4.344 0.000
C 7.046 0.517 -4.130 0.000
C 3.238 0.464 -4.123 0.000
H 7.059 -1.528 -4.655 0.000
H 5.942 -1.151 -3.405 0.000
H 7.877 0.560 -4.834 0.000
H 7.518 0.662 -3.158 0.000
H 6.330 1.337 -4.197 0.000
H 2.639 1.067 -4.805 0.000
H 3.933 1.041 -3.515 0.000
H 2.401 0.097 -3.528 0.000
O 0.836 0.080 4.249 0.000
S 1.777 1.185 4.244 0.000
O 2.821 1.286 3.179 0.000
O 0.846 2.566 4.207 0.000
C -0.171 2.663 5.174 0.000
C -1.101 3.861 4.858 0.000
C 2.634 1.556 5.873 0.000
H 0.187 3.057 6.127 0.000
H -0.724 1.733 5.297 0.000
H -1.975 3.711 5.492 0.000
H -1.486 3.954 3.842 0.000
H -0.688 4.811 5.198 0.000
H 3.618 1.119 6.038 0.000
H 1.957 1.269 6.678 0.000
H 2.742 2.640 5.911 0.000
O -5.118 -0.440 -1.811 0.000
S -4.679 -0.872 -0.512 0.000
O -4.254 0.038 0.562 0.000
O -5.865 -1.774 0.088 0.000
C -6.504 -2.771 -0.668 0.000
C -7.968 -2.348 -0.810 0.000
C -3.361 -2.173 -0.653 0.000
H -6.389 -3.736 -0.175 0.000
H -6.146 -2.811 -1.697 0.000
H -8.404 -2.312 0.190 0.000
H -8.523 -3.058 -1.424 0.000
H -8.168 -1.380 -1.268 0.000
H -2.502 -1.790 -1.203 0.000
H -3.759 -3.141 -0.955 0.000
H -2.891 -2.388 0.308 0.000
O -1.833 4.164 1.091 0.000
S -0.594 4.770 0.609 0.000
O -0.164 4.450 -0.749 0.001
O -0.733 6.406 0.810 0.000
C -0.973 6.891 2.118 0.000
C -0.383 8.311 2.351 0.000
C 0.841 4.532 1.771 0.000
H -0.737 6.259 2.976 0.000
H -2.047 6.915 2.312 0.000
H -0.750 8.852 3.223 0.000
H -0.727 8.906 1.504 0.000
H 0.703 8.267 2.426 0.000
H 0.586 4.699 2.816 0.000
H 1.656 5.116 1.346 0.000
H 1.045 3.461 1.746 0.000
O -3.938 -2.686 3.346 0.000
S -3.154 -2.445 4.574 0.000
O -3.682 -2.432 5.933 0.000
O -1.987 -3.604 4.504 0.000
C -2.243 -4.962 4.693 0.000
C -1.059 -5.763 4.041 0.000
C -2.024 -1.057 4.369 0.000
H -3.196 -5.255 4.248 0.000
H -2.380 -5.368 5.696 0.000
H -0.219 -5.382 4.623 0.000
H -0.927 -5.686 2.963 0.000
H -1.007 -6.818 4.311 0.000
H -1.378 -1.167 3.498 0.000
H -1.437 -0.874 5.268 0.000
H -2.688 -0.254 4.042 0.000
O 2.206 -6.279 -4.547 0.000
S 1.171 -5.398 -4.943 0.000
O 0.043 -5.957 -5.671 0.000
O 0.647 -4.544 -3.551 0.000
C 0.266 -5.349 -2.464 0.000
C 0.208 -4.632 -1.130 0.000
C 1.879 -4.064 -5.936 0.000
H 0.961 -6.179 -2.334 0.000
H -0.751 -5.717 -2.603 0.000
H 1.143 -4.281 -0.691 0.000
H -0.333 -5.362 -0.529 0.000
H -0.291 -3.665 -1.205 0.000
H 1.839 -4.320 -6.993 0.000
H 2.865 -4.024 -5.476 0.000
H 1.200 -3.261 -5.649 0.000
O 3.343 4.474 -0.456 0.000
S 3.280 3.320 -1.349 0.000
O 2.034 2.785 -1.907 -0.001
O 4.419 3.401 -2.540 0.000
C 4.167 4.260 -3.617 0.000
C 5.474 4.517 -4.352 0.000
C 3.959 1.897 -0.298 0.000
H 3.937 5.249 -3.215 0.000
H 3.230 4.071 -4.141 0.000
H 5.416 5.332 -5.074 0.000
H 6.036 3.699 -4.803 0.000
H 6.153 4.886 -3.583 0.000
H 4.065 1.075 -1.005 0.000
H 3.260 1.725 0.520 0.000
H 4.863 2.306 0.152 0.000
```

- Kohn-Sham gap (eV) = 6.1
- charge = -1
- <S²> = 0.77
- spin multiplicity = 2
- maximum force (eV/A) = 10.797